{"formula": "C5H8N2O", "method": "the ωB97M-V functional and the def2-TZVPD basis", "elements": ["C", "C", "C", "C", "C", "H", "H", "H", "H", "H", "H", "H", "H", "N", "N", "O"], "xyz": [[-1.6060, 0.0596, -1.3635], [0.3414, -0.4823, 1.2594], [1.5520, -0.5891, 0.1896], [0.6859, 0.3510, -0.5588], [0.2175, 0.9988, 0.7581], [-1.5389, 0.6849, -2.3035], [-1.6242, -0.6376, 0.6545], [0.4915, -0.9596, 2.2242], [2.6425, -0.4892, 0.2877], [1.4676, -1.5770, -0.1438], [0.8723, 0.8939, -1.5100], [-0.6549, 1.6176, 0.8556], [1.1850, 1.7470, 0.9213], [-0.4842, -0.5554, -0.8276], [-0.7507, -1.1021, 0.4788], [-2.7969, 0.0396, -0.9221]], "lumo_ev": 0.897, "relative_energy_ev": 4.051, "gap_ev": 9.875, "homo_ev": -9.0}

=====

{"formula": "C5H8N2O", "method": "the ωB97M-V functional and the def2-TZVPD basis", "elements": ["C", "C", "C", "C", "N", "O", "C", "N", "H", "H", "H", "H", "H", "H", "H", "H"], "xyz": [[-0.4787, -0.1430, -0.5315], [0.1941, 0.4068, 0.7265], [-1.6350, -1.0752, -0.3102], [1.1433, 1.5819, 0.4607], [0.7172, -0.2612, -1.7072], [-0.4850, 0.5405, -1.6847], [0.8898, -0.6768, 1.4046], [1.4566, -1.5484, 1.8889], [0.4888, -1.1969, -2.0551], [-0.6112, 0.7378, 1.3952], [-2.2954, -0.7143, 0.4772], [-1.2593, -2.0606, -0.0222], [-2.2202, -1.1888, -1.2239], [1.9572, 1.2657, -0.1864], [1.5415, 1.9510, 1.4042], [0.5965, 2.3816, -0.0363]], "smiles": "C[C@H](C#N)[C@]1(C)NO1", "lumo_ev": 0.736, "relative_energy_ev": 3.692, "gap_ev": 10.991, "homo_ev": -10.3}

=====

{"formula": "C5H8N2O", "method": "the ωB97M-V functional and the def2-TZVPD basis", "elements": ["C", "C", "C", "C", "C", "H", "H", "H", "H", "H", "H", "H", "H", "N", "N", "O"], "xyz": [[-1.9460, -0.0877, -0.4482], [0.1994, 0.6574, 0.6806], [0.6038, -0.7135, 1.0070], [1.5684, -0.2026, -1.0010], [1.0714, 0.9478, -0.5748], [-0.8263, -2.0264, 0.1502], [-2.8112, 0.5869, -0.9357], [-1.3726, 1.9799, -0.1849], [0.4791, 1.2790, 1.4566], [-0.2622, -1.2322, 1.1445], [1.4119, -0.6999, 1.9016], [2.3603, -0.4638, -1.7775], [1.0696, 1.9559, -1.1076], [-1.7322, -1.5382, -0.4898], [-1.1765, 0.8054, 0.2565], [1.3630, -1.2481, -0.0775]], "smiles": "[H]/N=C\\N[C@@H]1C=COC1", "lumo_ev": 0.385, "relative_energy_ev": 5.900, "gap_ev": 8.843, "homo_ev": -8.5}

=====

{"formula": "C5H8N2O", "method": "the ωB97M-V functional and the def2-TZVPD basis", "elements": ["C", "C", "C", "C", "C", "O", "N", "N", "H", "H", "H", "H", "H", "H", "H", "H"], "xyz": [[-2.6385, -1.1442, -0.6629], [-1.4000, -1.6843, -0.1797], [0.7342, 0.8451, -0.2186], [0.9292, 1.6274, 1.0491], [1.7871, -0.1420, -0.5454], [-0.3310, 0.9203, -0.8012], [-0.4346, -2.2126, 0.1659], [2.0551, 1.6678, 1.6027], [1.3508, -1.1361, -0.2230], [2.1124, 2.2492, 2.4355], [0.0272, 2.1538, 1.3866], [-3.1705, -1.9070, -1.2336], [-3.2465, -0.8069, 0.1786], [-2.4140, -0.2916, -1.3050], [2.7142, 0.0837, -0.0276], [1.9248, -0.2228, -1.6213]], "smiles": "[H]/N=C/C(C)=O.CC#N", "lumo_ev": 0.175, "relative_energy_ev": 1.395, "gap_ev": 9.930, "homo_ev": -9.8}

=====

{"formula": "C5H8N2O", "method": "the ωB97M-V functional and the def2-TZVPD basis", "elements": ["C", "C", "C", "C", "C", "H", "H", "H", "H", "H", "H", "H", "H", "N", "N", "O"], "xyz": [[-0.2244, -0.1584, -0.1728], [1.9918, -0.2522, 0.2723], [3.0708, 0.2582, -0.3449], [-1.6473, 0.6215, -0.3189], [-1.9503, 1.8770, 0.0388], [-1.6314, -1.7887, 1.1309], [-1.4978, -2.8320, -0.5133], [1.7512, -1.1124, 1.2293], [3.2019, 1.1169, -1.2007], [4.1098, 0.2850, 0.4833], [-2.2811, -0.2422, -0.6328], [-2.8935, 2.3211, -0.0962], [-1.2297, 2.6813, 0.6293], [-1.4999, -1.8142, -0.0069], [-0.2346, -1.4778, -0.3764], [0.9645, 0.5170, -0.1211]], "smiles": "C=CO/C(C=C)=N/N", "lumo_ev": 0.375, "relative_energy_ev": 7.956, "gap_ev": 8.666, "homo_ev": -8.3}

=====

{"formula": "C5H8N2O", "method": "the ωB97M-V functional and the def2-TZVPD basis", "elements": ["C", "C", "C", "C", "C", "H", "H", "H", "H", "H", "H", "H", "H", "N", "N", "O"], "xyz": [[-0.7831, 1.3083, 0.5774], [-1.4130, 0.0044, -0.0390], [-0.6256, -1.1724, -0.0848], [0.7092, -1.1567, 0.7366], [2.3928, 0.7550, -0.1817], [-1.6337, 1.9813, 0.9293], [-0.3614, 2.1806, -0.0952], [-0.0978, 1.1158, 1.4109], [-1.0408, -2.0952, -0.6302], [1.3082, -2.1103, 1.3795], [0.9513, -0.3568, 1.3553], [2.9378, -0.1486, 0.4000], [2.7336, 1.7615, 0.0429], [0.8347, -0.7526, -0.4537], [1.3181, 0.4660, -0.7081], [-2.6936, 0.1559, -0.3389]], "smiles": "C=NN1C[C@H]1C(C)=O", "lumo_ev": 0.253, "relative_energy_ev": 6.890, "gap_ev": 9.412, "homo_ev": -9.2}

=====

{"formula": "C5H8N2O", "method": "the ωB97M-V functional and the def2-TZVPD basis", "elements": ["C", "C", "C", "C", "N", "C", "O", "N", "H", "H", "H", "H", "H", "H", "H", "H"], "xyz": [[-1.4266, 0.8199, -0.0778], [1.2938, -0.8870, 1.0289], [0.0756, 0.9769, -0.0287], [-0.5741, -0.4043, -0.2962], [-0.4938, -1.2286, -1.4438], [0.5993, 0.3991, 1.2548], [0.7207, 1.8976, -0.8266], [-0.1567, -0.9019, 1.0115], [1.5681, 1.5389, -1.1168], [-0.8574, -0.7564, -2.2640], [-1.0198, -2.0880, -1.3197], [-1.8908, 1.2375, -0.9602], [-1.9993, 0.9249, 0.8326], [1.8285, -1.0592, 0.1013], [1.7160, -1.3762, 1.8960], [0.6165, 0.9069, 2.2086]], "smiles": "N[C@]12C[C@@]1(O)[C@@H]1CN12", "lumo_ev": 0.883, "relative_energy_ev": 3.395, "gap_ev": 9.249, "homo_ev": -8.4}

=====

{"formula": "C5H8N2O", "method": "the ωB97M-V functional and the def2-TZVPD basis", "elements": ["C", "C", "C", "C", "C", "H", "H", "H", "H", "H", "H", "H", "H", "N", "N", "O"], "xyz": [[1.4912, -1.4061, -0.4067], [-0.1910, -0.7453, 0.7879], [-0.8531, 0.6118, 1.5280], [-0.8569, 1.1962, 0.0870], [0.4321, 0.4237, -0.0531], [-0.2143, -0.3533, -2.9133], [2.2875, -2.0626, -0.6266], [-1.0613, -0.9533, 0.0690], [-0.4809, 1.5637, 2.3426], [-1.8467, 0.2538, 1.8679], [-1.3549, 0.8012, -0.8360], [-0.5734, 2.2814, 0.2062], [1.3596, 0.9285, 0.4461], [1.0402, -0.1355, -1.2313], [0.8853, -1.7529, 0.7210], [-0.0636, -0.6513, -1.9888]], "lumo_ev": 0.508, "relative_energy_ev": 7.781, "gap_ev": 9.681, "homo_ev": -9.2}

=====

{"formula": "C5H8N2O", "method": "the ωB97M-V functional and the def2-TZVPD basis", "elements": ["C", "C", "C", "C", "C", "H", "H", "H", "H", "H", "H", "H", "H", "N", "N", "O"], "xyz": [[-1.9820, 1.3572, 0.0987], [-1.0129, 0.2732, -0.1278], [-1.5108, -1.0650, -0.3378], [2.3905, 0.0088, -0.4564], [1.8355, -0.8173, 0.6792], [-2.0606, 2.0958, -0.7338], [-1.7510, 1.7463, 1.1061], [-2.8640, 0.9326, 0.2824], [-1.0034, -1.6814, -1.0952], [2.6338, 1.0029, -0.1981], [2.9078, -0.4467, -1.2303], [1.7210, -0.3464, 1.6542], [2.1021, -1.8614, 0.7948], [0.1711, 0.6732, -0.0641], [1.0099, -0.3218, -0.3896], [-2.5870, -1.5500, 0.0177]], "smiles": "C/C(C=O)=N/N1CC1", "lumo_ev": -0.203, "relative_energy_ev": 4.192, "gap_ev": 8.811, "homo_ev": -9.0}

=====

{"formula": "C5H8N2O", "method": "the ωB97M-V functional and the def2-TZVPD basis", "elements": ["C", "C", "C", "C", "C", "H", "H", "H", "H", "H", "H", "H", "H", "N", "N", "O"], "xyz": [[-2.5463, 0.0818, -0.0299], [-1.2812, -0.6509, -0.3319], [0.0808, 0.2699, -0.4786], [2.3072, 0.1577, -0.2362], [1.7784, -0.9494, 0.4682], [-3.2303, -0.6684, 0.1375], [-3.2246, 0.9645, -0.5566], [-2.4848, 0.6599, 0.9897], [-0.7495, 1.9209, -0.1508], [3.2969, 0.1077, -0.7397], [1.8541, 1.5037, 0.0231], [2.4382, -2.0543, 0.7088], [1.1096, -0.3689, 1.5204], [0.2709, 1.4503, -0.1283], [1.2006, -0.6238, -0.8707], [-0.8201, -1.8009, -0.3250]], "lumo_ev": -0.031, "relative_energy_ev": 7.910, "gap_ev": 8.996, "homo_ev": -9.0}

=====

{"formula": "C5H8N2O", "method": "the ωB97M-V functional and the def2-TZVPD basis", "elements": ["C", "C", "C", "C", "C", "O", "N", "N", "H", "H", "H", "H", "H", "H", "H", "H"], "xyz": [[0.1778, -2.1069, -0.2019], [0.0447, -0.6259, -0.1504], [-0.9944, 0.1834, 0.1763], [0.4955, 1.6409, 0.0825], [-2.2209, 0.3607, 0.6231], [2.3390, -0.2691, 0.1493], [1.0973, 0.2190, -0.3252], [0.2008, 2.5911, -0.7102], [2.9887, 0.3452, -0.2191], [-0.1881, 2.2466, -1.5876], [0.8999, 1.8979, 1.0632], [0.9265, -2.4062, -0.9356], [-0.7889, -2.5496, -0.4384], [0.5019, -2.4864, 0.7704], [-2.8530, 1.1548, 0.2401], [-2.6268, -0.1954, 1.4635]], "smiles": "[H]/N=C\\N(O)C(C)=C=C", "lumo_ev": [-0.023, -0.023], "relative_energy_ev": 6.273, "gap_ev": [7.747, 7.746], "homo_ev": [-7.8, -7.8]}

=====

{"formula": "C5H8N2O", "method": "the ωB97M-V functional and the def2-TZVPD basis", "elements": ["C", "C", "C", "C", "C", "N", "N", "O", "H", "H", "H", "H", "H", "H", "H", "H"], "xyz": [[-1.7397, -1.6458, -0.2553], [-2.2959, -0.4140, 0.0318], [-0.4060, -1.5313, -0.6342], [-1.3733, 0.5519, -0.1360], [1.7856, 1.0438, 0.3136], [0.0512, -0.2419, -0.5310], [1.2298, 0.2975, -0.8823], [-1.2481, 1.8824, 0.0859], [-2.2432, -2.4987, -0.3995], [-3.1685, -0.3209, 0.5868], [0.1825, -2.3021, -0.9151], [1.0890, 1.8535, 0.5034], [1.5770, 0.2983, 1.0616], [2.7948, 1.2110, 0.0336], [1.2100, 0.8515, -1.7276], [-1.5671, 2.4426, -0.6521]], "smiles": "CNn1cccc1O", "lumo_ev": 0.654, "relative_energy_ev": 3.829, "gap_ev": 8.226, "homo_ev": -7.6}